(1)
{"formula": "C3H7NOS2", "method": "ωB97M-V/def2-TZVPD", "symbols": ["C", "S", "C", "C", "O", "N", "S", "H", "H", "H", "H", "H", "H", "H"], "xyz": [[-0.73609, -0.74489, 1.59113], [-0.56454, -1.26345, -0.13955], [0.52706, 0.06598, -0.67165], [-0.15905, 1.24661, -1.33724], [-1.32574, 1.64177, -0.67262], [1.80116, 0.10104, -0.54969], [2.75379, -1.11651, 0.10654], [-1.44630, -1.41153, 2.09379], [-1.14354, 0.26569, 1.62819], [0.23868, -0.75378, 2.10377], [-0.37462, 0.98047, -2.37056], [0.54605, 2.10451, -1.29849], [-1.96701, 0.96332, -0.76828], [1.85016, -2.07923, 0.28466]], "forces_ev_per_a": [[0.13, 0.27, 0.40], [0.07, -0.06, -0.02], [0.93, 0.16, 0.10], [0.83, 0.36, 0.25], [0.57, 1.16, 0.36], [-1.02, -0.24, 0.02], [0.27, 0.45, -0.13], [0.30, -0.01, -0.21], [0.06, -0.06, -0.04], [-0.40, -0.14, -0.19], [0.06, 0.03, -0.28], [-0.46, -0.59, -0.20], [-0.97, -1.03, -0.14], [-0.37, -0.33, 0.08]], "nbo_charge": [-0.737, 0.146, 0.097, -0.116, -0.707, -0.551, 0.224, 0.234, 0.234, 0.226, 0.178, 0.209, 0.471, 0.093], "e_above_lowest_kj_mol": 172.0, "multiplicity": 1, "e_tot_ha": -1044.836869, "lumo_energy_ev": 0.4, "orbital_gap_ev": 9.497, "total_charge": 0}

=====

(2)
{"formula": "CH6OS", "method": "ωB97M-V/def2-TZVPD", "symbols": ["C", "S", "H", "H", "H", "H", "O", "H", "H"], "xyz": [[1.27850, -0.53959, 0.14551], [0.05074, -1.44159, -0.89012], [2.17880, -1.15080, 0.31105], [1.59429, 0.51268, -0.15450], [0.96674, -0.43802, 1.13289], [-0.84875, -0.39278, -0.60018], [-1.14981, 2.70814, 1.29633], [-1.29685, 3.10612, 0.47893], [-1.87866, 3.00067, 1.83003]], "forces_ev_per_a": [[1.74, 0.42, -0.96], [-0.39, 2.32, 1.00], [-0.14, 0.11, -0.76], [-0.54, -1.54, -0.28], [-1.26, 0.17, 1.65], [0.58, -1.46, -0.63], [0.73, -1.16, 1.72], [-0.26, 1.02, -2.25], [-0.46, 0.12, 0.51]], "nbo_charge": [-0.732, -0.056, 0.219, 0.218, 0.212, 0.138, -0.929, 0.463, 0.467], "e_above_lowest_kj_mol": 43.5, "multiplicity": 1, "e_tot_ha": -515.092993, "lumo_energy_ev": 0.7, "orbital_gap_ev": 9.681, "total_charge": 0}

=====

(3)
{"formula": "C26H22N6O3", "method": "ωB97M-V/def2-TZVPD", "symbols": ["O", "C", "N", "C", "C", "C", "C", "N", "C", "C", "C", "C", "C", "O", "C", "C", "C", "C", "C", "O", "N", "C", "C", "N", "C", "C", "N", "C", "C", "C", "C", "C", "N", "C", "C", "H", "H", "H", "H", "H", "H", "H", "H", "H", "H", "H", "H", "H", "H", "H", "H", "H", "H", "H", "H", "H", "H"], "xyz": [[-1.88215, -2.94680, 0.58359], [-2.00636, -1.75232, 0.76657], [-0.96734, -0.84833, 0.71755], [0.38528, -1.08515, 0.49181], [0.89956, -2.38247, 0.26318], [2.23162, -2.57364, 0.03471], [3.11920, -1.47930, 0.02042], [4.41075, -1.64866, -0.30137], [5.20871, -0.60176, -0.28816], [6.54481, -0.82467, -0.79795], [7.23735, -2.00692, -0.91034], [8.46968, -1.68443, -1.51313], [8.43493, -0.33981, -1.73666], [7.28041, 0.18599, -1.31106], [4.73148, 0.67324, 0.17044], [5.59794, 1.79801, 0.45597], [5.28711, 3.13630, 0.50147], [6.47324, 3.80275, 0.86870], [7.41214, 2.82782, 1.03447], [6.89453, 1.61913, 0.78929], [3.45097, 0.86956, 0.39805], [2.61014, -0.17622, 0.28930], [1.23595, 0.00032, 0.50354], [-3.22192, -1.19526, 1.06070], [-3.47684, 0.22781, 1.19756], [-4.96464, 0.46335, 1.46399], [-5.76795, -0.14123, 0.43077], [-6.56191, 0.63089, -0.36475], [-7.27976, 0.09375, -1.44863], [-8.08543, 0.93404, -2.18495], [-8.17042, 2.27991, -1.84557], [-7.42728, 2.71232, -0.76394], [-6.64823, 1.92553, -0.04365], [-5.43759, -1.50742, 0.07819], [-4.38803, -2.05331, 1.04101], [-1.18558, 0.12282, 0.87800], [0.21454, -3.21367, 0.26812], [2.63079, -3.55775, -0.15293], [6.89250, -2.96699, -0.58876], [9.26941, -2.35557, -1.75077], [9.14388, 0.33142, -2.18056], [4.33091, 3.56462, 0.28612], [6.61104, 4.85704, 0.99528], [8.44485, 2.86921, 1.32074], [0.87370, 1.00066, 0.69085], [-2.90180, 0.64387, 2.03483], [-3.20267, 0.75706, 0.27383], [-5.18297, 1.53218, 1.45641], [-5.23845, 0.05449, 2.44272], [-7.21016, -0.95130, -1.70014], [-8.64738, 0.54521, -3.02230], [-8.79207, 2.96159, -2.40275], [-7.44630, 3.74736, -0.44596], [-5.04091, -1.54982, -0.94582], [-6.33262, -2.13926, 0.12816], [-4.80613, -2.14591, 2.04897], [-4.05451, -3.04031, 0.71487]], "forces_ev_per_a": [[0.26, -0.41, -0.11], [-0.15, 0.20, 0.12], [-0.29, 0.44, 0.08], [0.47, 0.25, -0.07], [0.10, -0.38, -0.03], [-0.17, 0.17, 0.03], [-0.27, 0.59, 0.13], [0.48, 0.07, -0.12], [-0.60, 0.12, 0.09], [0.61, -1.20, 0.01], [-0.54, 0.67, 0.19], [0.15, 0.55, -0.18], [0.54, -0.65, -0.14], [-0.36, 0.23, -0.11], [-0.33, -0.53, 0.01], [-0.42, 1.26, -0.06], [0.05, -0.86, -0.12], [0.50, -0.28, 0.12], [-0.06, 0.84, 0.07], [-0.06, -0.42, 0.16], [0.33, 0.26, 0.03], [0.22, -0.64, -0.11], [-0.29, -0.28, 0.01], [-0.17, 0.04, -0.01], [-0.05, 0.30, 0.06], [0.28, 0.19, 0.17], [0.25, -0.18, 0.13], [-0.29, 0.26, -0.13], [0.07, -0.08, 0.01], [0.06, 0.15, 0.11], [-0.06, -0.03, -0.08], [-0.15, 0.09, -0.19], [0.14, -0.13, 0.14], [-0.05, -0.22, -0.04], [-0.15, -0.27, -0.13], [-0.06, -0.16, -0.01], [0.02, -0.02, -0.01], [0.03, -0.11, -0.04], [-0.13, -0.18, 0.08], [0.20, -0.07, -0.07], [0.01, 0.16, -0.03], [-0.23, 0.03, -0.05], [0.10, 0.20, 0.04], [0.13, -0.11, 0.02], [-0.04, 0.12, 0.04], [-0.03, 0.04, -0.08], [0.01, 0.03, 0.11], [0.15, -0.21, 0.15], [0.05, 0.11, -0.01], [0.02, -0.11, -0.01], [-0.03, -0.04, -0.04], [-0.05, 0.08, -0.03], [-0.08, 0.10, -0.06], [-0.05, -0.06, 0.05], [0.08, -0.03, -0.07], [0.00, -0.06, -0.08], [-0.16, 0.16, 0.09]], "nbo_charge": [-0.660, 0.801, -0.616, 0.183, -0.243, -0.160, 0.078, -0.373, 0.193, 0.212, -0.259, -0.317, 0.102, -0.386, 0.138, 0.224, -0.256, -0.318, 0.105, -0.383, -0.397, 0.205, -0.272, -0.451, -0.232, -0.233, -0.415, 0.396, -0.320, -0.140, -0.320, 0.071, -0.500, -0.217, -0.231, 0.400, 0.264, 0.226, 0.239, 0.229, 0.203, 0.239, 0.229, 0.203, 0.212, 0.198, 0.194, 0.270, 0.191, 0.218, 0.216, 0.219, 0.190, 0.193, 0.201, 0.191, 0.265], "e_above_lowest_kj_mol": 126.7, "multiplicity": 1, "e_tot_ha": -1558.245459, "lumo_energy_ev": -0.2, "orbital_gap_ev": 7.401, "total_charge": 0}

=====

(4)
{"formula": "C12H11NO", "method": "ωB97M-V/def2-TZVPD", "symbols": ["C", "O", "C", "N", "C", "C", "C", "C", "C", "C", "C", "C", "C", "C", "H", "H", "H", "H", "H", "H", "H", "H", "H", "H", "H"], "xyz": [[4.25139, 0.79810, -0.31880], [3.50178, -0.43726, -0.11751], [2.18191, -0.33583, -0.03288], [1.45965, 0.66364, -0.19430], [0.10980, 0.32027, -0.15045], [-0.67672, 1.42419, 0.54600], [-1.98954, 1.71368, 0.61052], [-2.91545, 0.90172, -0.13160], [-4.07777, 0.36432, -0.29561], [-2.90710, -0.49106, -0.74759], [-2.30219, -1.71042, 0.01475], [-1.08479, -2.03467, 0.40028], [0.03851, -1.18775, 0.31245], [1.34715, -1.53704, 0.27836], [4.97532, 0.69841, -1.19245], [5.03300, 0.88654, 0.54900], [3.45620, 1.56540, -0.39583], [-0.31330, 0.34584, -1.14499], [0.01362, 2.08879, 1.14310], [-2.42293, 2.45201, 1.22674], [-5.08289, 0.33514, -0.18048], [-2.47283, -0.59099, -1.82752], [-3.27391, -2.29679, 0.36163], [-0.89473, -2.92642, 0.91602], [1.67511, -2.57196, 0.54593]], "forces_ev_per_a": [[1.47, -0.50, 0.70], [0.94, 0.19, -0.04], [-0.41, -2.75, 0.65], [0.93, 2.73, -0.89], [-2.63, -0.26, 0.47], [0.75, 1.09, 2.07], [0.82, -1.32, -1.46], [0.35, -1.24, 0.63], [2.81, -0.90, -1.08], [2.86, 0.10, -1.22], [-5.30, 0.34, 0.75], [-0.72, 0.75, 0.18], [2.82, 2.37, -1.72], [0.02, -1.42, 0.98], [-1.59, 0.06, 0.59], [-2.00, 0.15, -1.12], [1.21, 0.13, -0.01], [0.12, -0.33, -0.74], [-0.85, -0.79, -0.56], [0.06, 1.05, 0.54], [-2.75, 0.04, 0.41], [-1.46, 0.53, 1.44], [2.54, 0.24, -0.69], [-0.06, -1.37, 0.61], [0.07, 1.13, -0.51]], "nbo_charge": [-0.286, -0.493, 0.549, -0.517, -0.154, -0.081, -0.262, 0.028, -0.174, -0.309, -0.122, -0.282, 0.024, -0.269, 0.196, 0.192, 0.233, 0.242, 0.215, 0.223, 0.216, 0.189, 0.199, 0.221, 0.223], "e_above_lowest_kj_mol": 560.0, "multiplicity": 1, "e_tot_ha": -593.655184, "lumo_energy_ev": 0.5, "orbital_gap_ev": 9.049, "total_charge": 0}